(1)
Entry from OMol25: a single C3H10N2O2 molecule (the ωB97M-V functional and the def2-TZVPD basis).

The value obtained for the energy relative to the best compared isomer or geometry (same formula, charge and spin) is 40.2 kcal/mol. The SMILES is COC(N)(N)CO.

Each line ends with the Mulliken charge.
Geometry (Å):
O: 1.076 -0.549 0.474  -0.369
O: -2.494 -0.626 0.294  -0.565
N: -0.490 1.332 0.620  -0.618
N: -0.362 0.213 -1.422  -0.662
C: -0.241 0.083 -0.013  0.777
C: -1.089 -1.014 0.611  -0.666
C: 2.238 -0.099 -0.181  -0.781
H: 2.405 0.977 -0.027  0.266
H: -0.968 -1.065 1.695  0.317
H: 3.099 -0.633 0.222  0.262
H: -2.639 0.234 0.716  0.344
H: 2.180 -0.290 -1.259  0.312
H: -0.185 1.319 1.586  0.254
H: -1.221 0.685 -1.678  0.256
H: -0.948 -1.971 0.114  0.359
H: -0.037 2.092 0.129  0.285
H: -0.324 -0.690 -1.880  0.229

(2)
Entry from OMol25: 2 unconnected molecules or ions with the total composition C3H10N2O2 (the ωB97M-V functional and the def2-TZVPD basis).

The value obtained for the energy relative to the best compared isomer or geometry (same formula, charge and spin) is 54.4 kcal/mol. The SMILES is NCCNC=O.O.

Each line ends with the Mulliken charge.
Geometry (Å):
O: -1.202 2.386 1.684  -0.535
O: -1.669 -0.810 2.532  -0.628
N: -0.880 0.813 0.011  -0.002
N: 1.516 -1.341 -2.011  -0.508
C: -0.507 1.618 1.041  0.024
C: -0.162 0.082 -1.040  -0.529
C: 1.217 -0.545 -0.776  -0.295
H: 0.697 1.503 1.304  0.210
H: -1.826 -0.586 3.462  0.325
H: -0.229 0.578 -2.002  0.310
H: 1.154 -1.288 0.042  0.266
H: -0.928 -0.776 -1.168  0.235
H: 2.242 -2.041 -2.018  0.222
H: -1.034 -0.054 2.260  0.327
H: 1.691 -0.722 -2.770  0.191
H: 1.767 0.332 -0.296  0.205
H: -1.846 0.850 -0.256  0.180

Number 1: HOMO level -9.732 eV, calculated total energy -10347.743 eV, gap between HOMO and LUMO 10.60 eV. Number 2: HOMO level -9.899 eV, calculated total energy -10347.131 eV, gap between HOMO and LUMO 10.74 eV.